[1]
Formula: C21H20N4O5
Source: OMol25
Level of theory: ωB97M-V/def2-TZVPD

XYZ file:
```
50
Properties=species:S:1:pos:R:3:nbo_charge:R:1
C 2.647 -1.679 4.528 -0.27
O 1.690 -2.033 3.544 -0.51
C 1.270 -3.310 3.520 0.77
O 1.650 -4.149 4.301 -0.60
C 0.287 -3.560 2.440 -0.10
C -0.268 -4.835 2.336 -0.18
C -1.181 -5.106 1.333 -0.22
C -1.547 -4.120 0.435 -0.19
C -0.999 -2.839 0.529 0.00
C -1.359 -1.791 -0.403 0.24
C -2.071 -1.799 -1.578 -0.29
C -2.059 -0.473 -2.059 -0.32
C -1.341 0.256 -1.151 0.33
C -1.005 1.713 -1.099 -0.30
C -0.595 2.268 -2.432 -0.22
C 0.170 1.733 -3.421 0.26
C 0.788 0.391 -3.547 -0.69
N 0.398 2.688 -4.385 -0.40
N -0.392 3.789 -4.070 -0.45
C -0.910 3.637 -2.794 0.62
O -1.495 4.510 -2.176 -0.67
C 0.069 1.991 -0.085 -0.21
C 0.046 2.971 0.858 0.26
C -0.979 4.017 1.101 -0.68
N 1.156 2.865 1.662 -0.39
N 1.988 1.921 1.069 -0.44
C 1.320 1.267 0.045 0.62
O 1.792 0.326 -0.568 -0.66
O -0.930 -0.533 -0.150 -0.40
C -0.076 -2.568 1.539 -0.20
H 3.616 -1.532 4.047 0.19
H 2.317 -0.751 4.994 0.19
H 2.726 -2.472 5.275 0.22
H 0.030 -5.591 3.045 0.23
H -1.612 -6.093 1.251 0.22
H -2.263 -4.338 -0.342 0.21
H -2.536 -2.642 -2.047 0.22
H -2.522 -0.104 -2.952 0.23
H -1.899 2.275 -0.797 0.26
H 1.564 0.402 -4.308 0.22
H 1.221 0.102 -2.589 0.30
H 0.038 -0.353 -3.812 0.24
H 0.465 2.436 -5.363 0.39
H -0.157 4.686 -4.468 0.41
H -0.584 4.802 1.741 0.22
H -1.292 4.448 0.149 0.28
H -1.856 3.587 1.583 0.24
H 1.604 3.691 2.039 0.39
H 2.710 1.486 1.623 0.41
H 0.363 -1.586 1.606 0.24
```

Computed properties:
E_tot in eV: -38299.00766
Lowest unoccupied orbital energy in eV: 0.611
Energy relative to the best compared isomer or geometry (same formula, charge and spin) in kJ/mol: 264.3
Kohn-Sham gap in Ha: 0.3037



[2]
Formula: C19H21N3O4S
Source: OMol25
Level of theory: ωB97M-V/def2-TZVPD

XYZ file:
```
48
Properties=species:S:1:pos:R:3:nbo_charge:R:1
C 4.493 -2.527 1.367 -0.61
C 3.468 -3.129 0.414 -0.40
C 2.946 -2.103 -0.596 -0.22
N 2.246 -1.028 0.054 -0.37
C 0.978 -1.088 0.547 0.17
S -0.015 -2.505 0.445 0.27
C -1.606 -1.665 0.669 -0.62
C -1.871 -0.744 -0.502 0.57
O -1.160 -0.765 -1.483 -0.55
C -3.011 0.191 -0.394 -0.14
C -3.073 1.163 -1.398 -0.25
C -4.074 2.117 -1.428 0.28
O -4.202 3.093 -2.366 -0.49
C -3.239 3.158 -3.392 -0.25
C -5.043 2.091 -0.423 -0.20
C -5.003 1.136 0.569 -0.28
C -3.997 0.170 0.609 0.31
O -3.937 -0.801 1.559 -0.51
C -4.907 -0.824 2.580 -0.25
N 0.631 0.050 1.094 -0.33
N 1.667 0.882 0.973 -0.28
C 2.642 0.251 0.358 0.31
C 3.906 0.864 0.078 0.20
C 4.320 2.134 0.396 -0.25
C 5.640 2.248 -0.089 -0.31
C 5.936 1.051 -0.664 0.09
O 4.896 0.205 -0.570 -0.41
H 5.339 -2.125 0.814 0.21
H 4.859 -3.284 2.056 0.21
H 4.053 -1.722 1.952 0.21
H 2.623 -3.527 0.980 0.21
H 3.918 -3.951 -0.143 0.21
H 2.241 -2.589 -1.280 0.22
H 3.772 -1.679 -1.168 0.23
H -1.565 -1.103 1.601 0.27
H -2.370 -2.438 0.737 0.26
H -2.293 1.131 -2.141 0.25
H -3.236 2.246 -3.997 0.18
H -3.531 4.003 -4.014 0.20
H -2.236 3.331 -2.990 0.18
H -5.825 2.833 -0.439 0.23
H -5.773 1.150 1.323 0.22
H -4.888 0.094 3.174 0.18
H -4.637 -1.667 3.215 0.20
H -5.913 -0.983 2.179 0.18
H 3.735 2.867 0.909 0.24
H 6.280 3.103 -0.019 0.23
H 6.817 0.686 -1.155 0.20
```

Computed properties:
E_tot in eV: -43537.68671
Lowest unoccupied orbital energy in eV: 0.382
Energy relative to the best compared isomer or geometry (same formula, charge and spin) in kJ/mol: 348.5
Kohn-Sham gap in Ha: 0.2941



[3]
Formula: C47H40BrCl3F3GeN4O2PSSn
Source: OMol25
Level of theory: ωB97M-V/def2-TZVPD

XYZ file:
```
104
Properties=species:S:1:pos:R:3:lowdin_charge:R:1
Sn 0.012 -0.093 -0.135 1.17
C 3.852 -2.657 0.372 -0.01
C 2.546 -2.146 -0.152 -0.29
N 1.527 -1.990 0.630 -0.06
N 1.650 -2.171 1.923 -0.09
C 0.722 -2.710 2.677 -1.00
N 0.885 -2.566 4.018 0.08
S -0.526 -3.695 2.121 0.56
C 2.378 -1.887 -1.564 -0.24
C 3.463 -1.931 -2.452 0.00
C 3.237 -1.838 -3.809 -0.04
C 1.931 -1.692 -4.260 -0.05
C 0.929 -1.575 -3.314 -0.16
N 1.132 -1.666 -2.012 0.05
H 3.688 -3.087 1.358 0.08
H 4.553 -1.829 0.466 0.09
H 4.276 -3.412 -0.288 0.08
H 1.478 -1.831 4.363 0.08
H 0.166 -2.933 4.617 0.07
H 4.468 -2.016 -2.078 0.11
H 4.063 -1.876 -4.504 0.11
H 1.706 -1.663 -5.315 0.10
H -0.100 -1.421 -3.619 0.07
Cl -1.455 -0.401 2.365 0.75
C -0.990 0.675 3.616 -0.62
C -1.872 0.820 4.677 -0.09
C -1.535 1.632 5.743 -0.07
C -0.313 2.285 5.746 -0.07
C 0.545 2.144 4.673 -0.07
C 0.226 1.348 3.575 -0.34
P 1.363 1.241 2.101 1.10
C 2.947 1.091 3.029 -0.31
C 3.555 2.195 3.624 -0.11
C 4.671 2.033 4.423 -0.07
C 5.221 0.778 4.617 -0.08
C 4.653 -0.316 3.989 -0.07
C 3.519 -0.163 3.211 -0.09
C 1.380 3.016 1.682 -0.34
C 2.514 3.602 1.124 -0.11
C 2.502 4.933 0.748 -0.06
C 1.357 5.696 0.921 -0.07
C 0.228 5.119 1.476 -0.06
C 0.238 3.790 1.856 -0.09
H -2.814 0.293 4.656 0.11
H -2.218 1.746 6.570 0.11
H -0.026 2.907 6.581 0.11
H 1.491 2.661 4.690 0.09
H 3.164 3.190 3.463 0.10
H 5.111 2.897 4.899 0.11
H 6.088 0.653 5.249 0.10
H 5.093 -1.296 4.115 0.11
H 3.067 -1.020 2.735 0.06
H 3.414 3.020 1.004 0.10
H 3.391 5.374 0.320 0.11
H 1.348 6.739 0.638 0.10
H -0.667 5.706 1.609 0.11
H -0.643 3.361 2.308 0.10
Br 6.475 5.293 -3.548 0.72
C 5.276 4.033 -2.770 -0.68
C 5.726 3.225 -1.736 -0.12
C 4.839 2.344 -1.150 -0.02
C 3.522 2.270 -1.588 -0.14
C 3.096 3.078 -2.637 0.00
C 3.973 3.961 -3.236 -0.11
C 2.563 1.362 -0.888 -0.65
O 2.918 0.789 0.148 -0.09
O 1.418 1.241 -1.409 -0.15
H 6.746 3.301 -1.386 0.10
H 5.151 1.709 -0.334 0.12
H 2.070 3.013 -2.962 0.12
H 3.647 4.603 -4.041 0.10
Cl -1.316 1.038 -3.230 0.58
C -0.901 1.072 -4.960 -0.97
Cl -0.685 2.736 -5.524 0.53
H -1.714 0.627 -5.531 0.03
H 0.041 0.546 -5.098 0.01
Ge -2.850 -1.204 -1.378 1.05
C -2.043 -2.819 -2.208 -0.36
C -1.235 -3.721 -1.530 -0.13
C -0.827 -4.884 -2.162 -0.06
C -1.213 -5.142 -3.467 -0.08
C -1.998 -4.230 -4.153 -0.09
C -2.402 -3.066 -3.526 -0.15
C -3.936 -1.454 0.248 -0.36
C -5.015 -0.609 0.469 -0.13
C -5.813 -0.778 1.585 -0.08
C -5.521 -1.780 2.498 -0.08
C -4.450 -2.629 2.278 -0.08
C -3.660 -2.473 1.152 -0.17
H -3.733 -0.523 -2.452 -0.01
H -0.929 -3.535 -0.510 0.02
H -0.214 -5.594 -1.626 0.11
H -0.905 -6.057 -3.952 0.10
H -2.302 -4.425 -5.171 0.10
H -3.019 -2.346 -4.051 0.09
H -5.224 0.179 -0.242 0.10
H -6.658 -0.127 1.746 0.10
H -6.135 -1.904 3.379 0.10
H -4.218 -3.414 2.983 0.11
H -2.831 -3.144 0.985 0.02
F -2.797 1.303 -0.726 -0.17
C -1.700 1.868 -0.005 -0.60
F -1.475 3.030 -0.658 0.02
F -2.318 2.240 1.156 -0.01
```

Computed properties:
E_tot in eV: -257675.85327
Lowest unoccupied orbital energy in eV: -1.830
Energy relative to the best compared isomer or geometry (same formula, charge and spin) in kJ/mol: 309.9
Kohn-Sham gap in Ha: 0.1933



[4]
Formula: H2IO
Source: OMol25
Level of theory: ωB97M-V/def2-TZVPD

XYZ file:
```
4
Properties=species:S:1:pos:R:3:nbo_charge:R:1
O 0.585 -3.504 1.555 -0.98
H 0.480 -2.627 1.122 0.51
H 0.720 -4.134 0.810 0.45
I 0.000 0.000 0.000 -0.98
```

Computed properties:
E_tot in eV: -10183.32437
Lowest unoccupied orbital energy in eV: 3.892
Energy relative to the best compared isomer or geometry (same formula, charge and spin) in kJ/mol: 6.6
Net charge: -1
Kohn-Sham gap in Ha: 0.2727